--- a ---
{
  "formula": "C15H18N2O2S",
  "method": "ωB97M-V/def2-TZVPD",
  "smiles": "C=CCN(CC=C)C(=S)NC(=O)c1ccc(OC)cc1",
  "e_homo_ev": -8.2,
  "lumo_energy_ev": 0.41,
  "symbols": ["C", "C", "C", "N", "C", "C", "C", "C", "S", "N", "C", "O", "C", "C", "C", "C", "O", "C", "C", "C", "H", "H", "H", "H", "H", "H", "H", "H", "H", "H", "H", "H", "H", "H", "H", "H", "H", "H"],
  "xyz": [[-4.0347, -2.2066, 1.5936], [-3.3203, -1.1047, 1.7159], [-2.2596, -0.6820, 0.7420], [-2.5123, 0.6638, 0.2602], [-3.8430, 0.8928, -0.2698], [-4.0675, 0.0671, -1.5003], [-5.1348, -0.6808, -1.7035], [-1.5998, 1.6372, 0.2491], [-1.9521, 3.2443, 0.0756], [-0.2586, 1.3033, 0.4432], [0.4244, 0.3499, -0.2970], [-0.1355, -0.4136, -1.0542], [1.8892, 0.3542, -0.0842], [2.6875, -0.2058, -1.0774], [4.0621, -0.2428, -0.9572], [4.6703, 0.2734, 0.1851], [6.0038, 0.2932, 0.4162], [6.8714, -0.2392, -0.5578], [3.8700, 0.8152, 1.1969], [2.5016, 0.8595, 1.0643], [-4.7700, -2.4941, 2.3254], [-3.9064, -2.8707, 0.7549], [-3.4576, -0.4426, 2.5614], [-1.2939, -0.6935, 1.2539], [-2.2114, -1.3788, -0.1007], [-3.9174, 1.9568, -0.5178], [-4.5902, 0.6559, 0.4928], [-3.2765, 0.1260, -2.2356], [-5.2710, -1.2441, -2.6104], [-5.9250, -0.7497, -0.9735], [0.2904, 2.0973, 0.7503], [2.2062, -0.6088, -1.9556], [4.6480, -0.6750, -1.7525], [6.6820, -1.3041, -0.7241], [7.8757, -0.1103, -0.1580], [6.7878, 0.2996, -1.5066], [4.3562, 1.1950, 2.0814], [1.9111, 1.2625, 1.8741]]
}

=====

--- b ---
{
  "formula": "C15H18N2O2S",
  "method": "ωB97M-V/def2-TZVPD",
  "e_homo_ev": -7.9,
  "lumo_energy_ev": 0.32,
  "symbols": ["C", "C", "C", "C", "C", "C", "C", "C", "C", "N", "H", "H", "H", "H", "H", "S", "C", "C", "O", "N", "C", "H", "C", "O", "C", "C", "H", "H", "H", "H", "H", "H", "H", "H", "H", "H", "H", "H"],
  "xyz": [[-0.6877, -2.2250, 2.0322], [-1.6732, -1.7097, 0.9353], [-1.3742, -1.0831, -0.1451], [-2.5152, -0.6480, -0.8592], [-2.7956, 0.0612, -2.2095], [-4.1058, 0.2778, -2.3112], [-5.1071, -0.1443, -1.4367], [-4.7725, -1.1404, -0.3879], [-3.4081, -1.2526, -0.0337], [-2.9239, -1.7872, 1.0238], [-3.3033, -2.4192, 1.9621], [-5.4664, -1.5788, 0.3225], [-6.1708, -0.1938, -1.9728], [-4.4496, 0.6472, -3.1127], [-1.9910, 0.3770, -2.7142], [0.4142, -0.4175, -0.6387], [0.2528, 1.4209, -0.5112], [1.7099, 1.9790, -0.4772], [1.9460, 2.4529, -1.4167], [2.5428, 1.6587, 0.6386], [2.4098, 0.6469, 1.5592], [1.3892, 0.3938, 1.8453], [3.2985, -0.5372, 1.5853], [4.6528, 0.0360, 1.5705], [4.9180, 0.5463, 0.2738], [3.8489, 2.0088, 0.4333], [4.0053, 2.8233, -0.5679], [4.1532, 2.4672, 1.4312], [5.9284, 1.2388, 0.4207], [4.5736, 0.3770, -0.6104], [3.2473, -1.2720, 2.3706], [3.1054, -1.1085, 0.4523], [2.5338, 1.1979, 2.5888], [-0.1404, 1.5307, 0.4384], [-0.2655, 1.7800, -1.2573], [0.3770, -2.2553, 1.8295], [-0.7359, -1.9243, 2.8366], [-0.8760, -3.1749, 2.2875]]
}

=====

Quick look at relative energies in hartree: a 0.0000; b 0.4086.

=====

--- a ---
{
  "formula": "C2H6O2S2",
  "method": "ωB97M-V/def2-TZVPD",
  "e_homo_ev": -8.5,
  "lumo_energy_ev": 0.01,
  "symbols": ["C", "C", "O", "O", "S", "S", "H", "H", "H", "H", "H", "H"],
  "xyz": [[1.9681, -0.7316, 0.4440], [-2.9227, 1.1610, 0.8212], [-0.3338, 0.1175, -0.5493], [1.5272, -0.6645, -2.0713], [-2.0541, 1.0511, 2.1672], [0.5756, -0.9996, -0.7219], [2.3884, 0.2526, 0.2783], [1.5816, -0.8142, 1.4551], [2.7085, -1.4995, 0.2534], [-3.0639, 0.3041, 0.1785], [-3.3775, 2.0950, 0.5186], [1.0026, -0.2720, -2.7736]]
}

=====

--- b ---
{
  "formula": "C2H6O2S2",
  "method": "ωB97M-V/def2-TZVPD",
  "smiles": "O=CO.CSS",
  "e_homo_ev": -8.9,
  "lumo_energy_ev": 0.37,
  "symbols": ["O", "C", "O", "H", "H", "C", "S", "S", "H", "H", "H", "H"],
  "xyz": [[2.7617, -1.9374, 1.5005], [3.2047, -2.4208, 0.4998], [3.2590, -1.8644, -0.7211], [3.5048, -3.4669, 0.4306], [2.5740, -1.1990, -0.8764], [-0.8782, 0.2264, 1.0487], [-1.1854, 0.7559, -0.6380], [-2.7068, 2.0939, -0.3631], [-1.7554, -0.3197, 1.3829], [-0.0324, -0.4580, 1.0402], [-0.6892, 1.0348, 1.7520], [-3.6119, 1.2214, 0.0681]]
}

=====

Quick look at relative energies in hartree: a 0.0657; b 0.0000.